No. 1
# C8H14N3O

A molecular structure, C8H14N3O in a non-equilibrium geometry (wB97M-V/def2-TZVPD, the Open Molecules 2025 dataset).

Properties
ΔE to the lowest compared entry with this formula, charge and spin   3.954 eV
Lowest unoccupied orbital energy   -3.84 eV
Gap between HOMO and LUMO   8.3 eV
E   -552.35465 hartree

Structure (ORCA input):
```
! wB97M-V def2-TZVPD RIJCOSX def2/J DEFGRID3
* xyz 1 1
C -1.2242 -1.8427 0.4596
C -2.3070 -1.6063 -0.2869
C -0.4933 -0.7332 0.9684
C -2.3572 0.7415 -0.3950
C -1.1490 0.4635 1.1554
C 2.9395 0.3896 -0.0370
C 0.9402 0.0125 -1.4925
C 0.9814 -0.7964 0.8313
N -2.6397 -0.3893 -0.7446
N -2.2194 1.9570 -0.3901
N 1.4481 0.2273 -0.0333
O -0.4088 1.5699 1.2911
H -0.8458 -2.7695 0.6021
H -2.7516 -2.3530 -0.7708
H -2.1463 0.3290 1.5390
H 3.1112 1.4200 0.0557
H 3.2245 -0.1926 0.7917
H 3.3863 -0.0829 -0.9110
H 1.4795 -0.8088 -1.9642
H -0.0507 -0.3113 -1.4565
H 1.0050 1.0760 -1.9414
H 1.3140 -1.7316 0.5584
H 1.4462 -0.4984 1.8355
H -2.9030 2.6273 -0.6842
H 1.1013 1.1394 0.2839
H -0.8812 2.1629 0.7355
*
```

***

No. 2
# C8H14N3O2

A gas-phase ion, C8H14N3O2 (charge +1) in a non-equilibrium geometry (wB97M-V/def2-TZVPD, the Open Molecules 2025 dataset).

Properties
SMILES   CC(C)(C)/C=N/C=C(\C=[NH2+])[N+](=O)[O-]
ΔE to the lowest compared entry with this formula, charge and spin   6.460 eV
Lowest unoccupied orbital energy   -4.62 eV
Gap between HOMO and LUMO   9.1 eV
E   -627.51592 hartree

Structure (ORCA input):
```
! wB97M-V def2-TZVPD RIJCOSX def2/J DEFGRID3
* xyz 1 1
C 1.8802 1.2593 -0.2604
C 1.7003 -1.0623 -0.9516
C 2.4964 0.0009 -0.3501
C -0.5166 -0.1898 -1.0220
C -2.4230 -1.5858 0.0631
C -2.5041 0.8017 0.1526
C -0.5810 -0.3130 1.4054
C -1.5156 -0.3526 0.2195
N 0.4593 -1.0250 -1.0408
N 3.8721 -0.1451 0.3847
N 0.8953 1.7770 -1.0158
O 4.0802 0.6062 1.2398
O 4.5160 -1.0058 -0.1133
H 2.0997 1.8428 0.6188
H 2.1492 -2.0228 -0.9757
H -0.8148 0.3639 -1.8337
H -2.8853 -1.8541 1.0073
H -1.8352 -2.4574 -0.1414
H -3.1821 -1.3876 -0.6190
H -2.9086 0.9049 1.2182
H -2.0590 1.7903 -0.0404
H -3.2962 0.5615 -0.4561
H 0.5183 -0.6581 1.3646
H -1.1385 -0.8796 2.1611
H -0.5157 0.7138 1.8421
H 0.5109 2.6577 -0.7907
H 0.9978 1.6586 -2.0664
*
```

***

No. 3
# C8H14N3O4

A gas-phase ion, C8H14N3O4 (charge +1) in a non-equilibrium geometry (wB97M-V/def2-TZVPD, the Open Molecules 2025 dataset).

Properties
<S²>   2.007
Lowest unoccupied orbital energy (alpha / beta)   -3.53 / -3.78 eV
Gap between HOMO and LUMO (alpha / beta)   4.8 / 10.0 eV
E   -778.03169 hartree

Structure (ORCA input):
```
! wB97M-V def2-TZVPD RIJCOSX def2/J DEFGRID3
* xyz 1 3
C -1.0244 2.6269 -3.0105
C -0.3694 1.7069 -2.2924
C -0.6759 1.4900 2.1753
C -1.1551 0.7897 -1.4804
C 2.1380 -0.8266 1.0273
C 1.3868 -2.5192 -0.5277
C 0.7675 -0.4636 1.4735
C -0.8848 -1.5558 -0.4607
N 0.4197 0.8902 1.6651
N -0.5323 -0.4250 -1.1577
N -2.0780 -1.5688 0.0608
O -1.4773 0.8261 2.9681
O -2.2984 1.0512 -1.1651
O 1.9777 -1.3600 -0.3478
O -0.1228 -2.6093 -0.3206
H -0.4091 3.3785 -3.5423
H -2.1683 2.4979 -2.8166
H 0.6163 1.5498 -2.4336
H -0.8144 2.6717 1.9501
H 2.7175 0.0539 0.9497
H 2.6439 -1.6499 1.6351
H 1.6865 -2.8644 -1.5359
H 1.5991 -3.3592 0.1558
H 0.1172 -1.1338 2.0125
H 1.1713 1.4564 1.2656
H 0.4181 -0.4615 -1.5556
H -2.5609 -2.5185 0.2972
H -1.8810 1.3097 3.7138
H -2.5016 -0.6528 0.0262
*
```

***

No. 4
# C8H14N3O4Zn

A molecular structure, C8H14N3O4Zn in a non-equilibrium geometry (wB97M-V/def2-TZVPD, the Open Molecules 2025 dataset).

Properties
Lowest unoccupied orbital energy (alpha / beta)   1.54 / 1.65 eV
Gap between HOMO and LUMO (alpha / beta)   3.0 / 5.4 eV
E   -2557.67928 hartree

Structure (ORCA input):
```
! wB97M-V def2-TZVPD RIJCOSX def2/J DEFGRID3
* xyz -1 1
C 1.3626 1.4001 0.0734
Zn 0.0420 -0.1608 0.1651
N -1.4432 -1.5883 -0.0478
N -0.1235 0.2349 -2.2112
H -2.3117 -1.1103 0.2463
H 1.6325 -0.2192 -0.3141
H 1.8368 1.4081 1.0721
H 0.7088 2.3313 0.0027
H 2.0958 1.5365 -0.7289
H -1.0308 0.4692 -2.6080
H 0.2435 -0.5796 -2.7059
H 0.5117 1.0082 -2.4254
H -1.6023 -2.1869 -0.8456
H -1.0916 -2.1439 0.7512
O -0.1232 -1.2986 2.3179
C -0.6637 -0.1483 2.5261
O -1.0994 0.6029 1.5531
C -0.7389 0.3036 3.9725
C -1.3543 1.5041 4.3567
C -1.4830 1.8422 5.7028
C -0.9934 1.0064 6.7088
C -0.3171 -0.1507 6.3368
C -0.1856 -0.4941 4.9937
N -1.1316 1.3505 8.1057
O -1.7225 2.4050 8.4453
O -0.6728 0.6111 9.0135
H -1.7365 2.1653 3.6101
H -2.0115 2.7205 5.9896
H 0.0274 -0.7753 7.1289
H 0.3532 -1.4027 4.8097
*
```

***

No. 5
# C8H14N4

A gas-phase ion, C8H14N4 (charge +2) in a non-equilibrium geometry (wB97M-V/def2-TZVPD, the Open Molecules 2025 dataset).

Properties
SMILES   C=CC(=[NH2+])\N=C/[NH+]=N/C(C)=C\C
ΔE to the lowest compared entry with this formula, charge and spin   3.849 eV
Lowest unoccupied orbital energy (alpha / beta)   -10.65 / -10.65 eV
Gap between HOMO and LUMO (alpha / beta)   7.2 / 7.2 eV
E   -531.47441 hartree

Structure (ORCA input):
```
! wB97M-V def2-TZVPD RIJCOSX def2/J DEFGRID3
* xyz 2 1
C -1.5468 2.0368 -0.6487
C -1.8615 -0.8100 -0.9520
C -2.2260 -0.0208 0.2451
C -1.5864 -2.0912 -0.8307
C 2.1663 -0.5705 0.3703
C 1.6002 0.6691 0.1416
C 1.7308 -1.8739 0.0100
C 2.3958 1.8601 0.5606
N -2.3478 1.2714 -0.0063
N -0.1666 1.8462 -0.7352
N -2.4973 -0.4928 1.3988
N 0.2970 0.6820 -0.2459
H -1.8872 3.0879 -0.8388
H -1.5211 -2.7197 -1.8312
H -1.7273 -2.6657 0.1591
H 3.2152 -0.5386 0.7121
H 2.4348 -2.5034 -0.5807
H 1.5386 -2.4094 0.9829
H 0.7945 -1.7881 -0.5998
H 2.2084 1.9062 1.5613
H 2.0288 2.7352 0.1115
H 3.5184 1.6517 0.3390
H 0.4315 2.5647 -1.1141
H -2.5854 -1.6025 1.5140
H -2.4829 0.0031 2.2144
H -1.9243 -0.2277 -1.9374
*
```

***

No. 6
# C8H14N4O

C8H14N4O in the gas phase in a non-equilibrium geometry (wB97M-V/def2-TZVPD, the Open Molecules 2025 dataset).

Properties
ΔE to the lowest compared entry with this formula, charge and spin   3.340 eV
Lowest unoccupied orbital energy   0.71 eV
Gap between HOMO and LUMO   8.3 eV
E   -607.30902 hartree

Structure (ORCA input):
```
! wB97M-V def2-TZVPD RIJCOSX def2/J DEFGRID3
* xyz 0 1
C -2.7600 0.4019 1.0772
C -3.6822 0.4602 0.0714
C 3.0066 0.6896 -0.0720
C 2.3563 0.0584 1.2138
C 1.9529 0.8699 -1.1450
C 1.7986 -1.2961 0.8609
C 1.0957 -0.3744 -1.3717
C 0.6491 -1.0697 -0.1039
N -1.9492 -0.4860 -0.8086
N -0.4527 -0.1941 0.8396
N -1.6526 -0.1228 0.4196
N -4.9506 0.8327 0.0682
O -3.1792 -0.0447 -1.1033
H -2.8002 0.7937 2.0720
H 3.3487 1.6850 0.1660
H 3.7309 -0.0833 -0.3827
H 3.0514 -0.1951 2.0259
H 1.6685 0.7447 1.6589
H 1.2952 1.7911 -0.8825
H 2.3859 0.9523 -2.1368
H 2.6669 -1.7156 0.3942
H 1.4479 -1.7314 1.7823
H 0.1629 -0.1853 -1.9996
H 1.6561 -1.1272 -1.8517
H 0.1156 -2.0521 -0.3665
H -5.6188 0.2476 0.4309
H -5.3437 1.1507 -0.8564
*
```

***

No. 7
# C8H14NO

A gas-phase ion, C8H14NO (charge -1) in a non-equilibrium geometry (wB97M-V/def2-TZVPD, the Open Molecules 2025 dataset).

Properties
ΔE to the lowest compared entry with this formula, charge and spin   2.271 eV
Lowest unoccupied orbital energy   3.66 eV
Gap between HOMO and LUMO   4.9 eV
E   -443.03768 hartree

Structure (ORCA input):
```
! wB97M-V def2-TZVPD RIJCOSX def2/J DEFGRID3
* xyz -1 1
C -1.5057 1.0489 -0.4506
C -2.2168 -0.0004 0.1263
C -0.0644 0.9577 -0.4533
C -0.0670 -1.0339 0.4978
C 0.6050 0.9425 -1.8349
C 0.6530 1.9300 0.4675
C 0.3146 -2.0069 -0.6768
C 1.0144 -1.0539 1.5792
N -1.4408 -0.9899 0.7313
O -1.9631 -1.7425 1.7424
H -2.0962 1.9612 -0.6518
H -3.2451 -0.1228 0.4376
H -0.1074 0.6310 -2.6041
H 1.6036 0.4403 -1.7669
H 0.7645 2.0811 -2.0298
H 0.4937 1.6528 1.4331
H 0.5186 2.9905 0.4668
H 1.6161 1.8409 0.2003
H -0.2054 -1.7390 -1.6302
H 0.0767 -2.9331 -0.2826
H 1.3882 -2.0212 -0.7505
H 0.5486 -0.8304 2.4798
H 1.5767 -0.1835 1.3162
H 1.7381 -1.8194 1.6533
*
```

***

No. 8
# C8H14NO2

A gas-phase ion, C8H14NO2 (charge +1) in a non-equilibrium geometry (wB97M-V/def2-TZVPD, the Open Molecules 2025 dataset).

Properties
ΔE to the lowest compared entry with this formula, charge and spin   4.775 eV
Lowest unoccupied orbital energy (alpha / beta)   -5.44 / -5.45 eV
Gap between HOMO and LUMO (alpha / beta)   5.8 / 5.8 eV
E   -518.03536 hartree

Structure (ORCA input):
```
! wB97M-V def2-TZVPD RIJCOSX def2/J DEFGRID3
* xyz 1 1
C -1.1848 -0.3062 0.0341
C -2.5052 0.0730 0.2321
C 2.4509 0.6308 0.8071
C 1.5538 -0.0281 -0.0154
C -0.1040 0.6536 -0.0196
C -3.4944 -0.8826 0.7044
C 2.4800 -2.2756 -0.6542
C -0.9784 2.7968 -0.4678
N 1.5811 -1.1041 -0.8413
O 3.7169 0.3859 0.9693
O -0.0045 1.9699 0.1031
H -0.9325 -1.3613 0.1383
H -2.9231 1.0281 0.1005
H 2.0812 1.6119 1.1556
H -4.4107 -0.9112 0.1891
H -3.7077 -0.6187 1.6990
H -3.1407 -1.8392 0.6169
H 3.3078 -1.9689 -0.1552
H 2.1801 -3.2790 -0.2119
H 2.7895 -2.6518 -1.7188
H -0.4695 3.4835 -1.1225
H -1.2439 3.4063 0.3953
H -1.8794 2.3705 -0.8336
H 4.1183 -0.1114 0.2650
H 0.7192 -1.0721 -1.3698
*
```

***

No. 9
# C8H14NO2S

2 unconnected molecules or ions with the total composition C8H14NO2S in a non-equilibrium geometry (wB97M-V/def2-TZVPD, the Open Molecules 2025 dataset).

Properties
Lowest unoccupied orbital energy (alpha / beta)   3.06 / 3.06 eV
Gap between HOMO and LUMO (alpha / beta)   4.8 / 4.8 eV
E   -916.59662 hartree

Structure (ORCA input):
```
! wB97M-V def2-TZVPD RIJCOSX def2/J DEFGRID3
* xyz -1 1
C -0.1944 -2.0161 -0.3083
C 2.7589 1.1553 0.3707
C 0.5787 -3.0951 0.5357
C -0.1918 2.1672 1.0682
C -2.0917 0.6941 0.5074
C 0.0759 0.1818 -2.1176
C -0.8686 1.4203 -0.0374
C 0.1029 0.4066 -0.6489
N 0.1749 -0.8254 0.1106
O -1.0170 -2.2793 -1.1973
O 2.9261 2.1452 -0.2634
S 3.0646 -0.0456 1.3072
H -0.0433 -3.6812 1.1766
H 0.9615 -3.7958 -0.1660
H 1.2787 -2.6729 1.2372
H -0.9765 2.6877 1.5647
H 0.4732 2.8730 0.9316
H 0.3675 1.4579 1.7674
H -1.5809 -0.1257 1.0198
H -2.7330 0.2130 -0.3462
H -2.7782 1.2588 0.9883
H 0.9033 -0.3991 -2.3739
H 0.1326 1.1623 -2.7239
H -0.8680 -0.2927 -2.5315
H -1.2691 2.1411 -0.8627
H 0.8137 -0.7351 0.9917
*
```